ORCA calculation (wB97M-V/def2-TZVPD) on one molecule with the formula C6H10N2 at a distorted geometry.

Its gap between HOMO and LUMO (alpha / beta) is 7.86 / 7.86 eV. The value obtained for the molar mass is 110.16 g mol⁻¹. As for the highest occupied orbital energy (alpha / beta): -7.27 / -7.26 eV. The relative energy (zero: lowest compared OMol25 entry of this formula, charge and spin) is 548.7 kJ/mol.

Cartesian coordinates (Å):
C (-0.13, -1.66, 0.31)
C (0.43, -0.62, -0.16)
C (-1.90, 0.40, -0.09)
C (-2.28, 1.77, 0.17)
C (2.87, -0.13, -0.53)
C (1.43, 0.36, -0.30)
N (-2.32, -0.68, 0.39)
N (-1.55, -1.74, 0.57)
H (0.26, -2.64, 0.74)
H (-1.78, 2.12, 1.07)
H (-1.99, 2.37, -0.63)
H (-3.34, 1.79, 0.24)
H (3.54, 0.74, -0.53)
H (2.85, -0.61, -1.55)
H (3.34, -0.80, 0.30)
H (1.20, 0.90, -1.18)
H (1.38, 1.10, 0.47)
H (-2.00, -2.68, 0.71)

Here are the Löwdin charges for atoms 1 to 5, given in e: -0.176 -0.038 -0.094 -0.086 -0.111

***

ORCA calculation (wB97M-V/def2-TZVPD) on one molecule with the formula C5H14N2 at a distorted geometry.

Its gap between HOMO and LUMO is 9.61 eV. The value obtained for the molar mass is 102.18 g mol⁻¹. The structure (SMILES) is CCCNCCN. As for the highest occupied orbital energy: -8.43 eV. The relative energy (zero: lowest compared OMol25 entry of this formula, charge and spin) is 187.0 kJ/mol.

Cartesian coordinates (Å):
C (3.41, 0.19, 0.71)
C (2.13, 0.74, -0.10)
C (0.89, 0.19, 0.53)
N (-0.14, 0.39, -0.41)
C (-1.59, 0.43, 0.14)
C (-2.56, -0.36, -0.83)
N (-2.91, -1.73, -0.39)
H (3.49, -0.95, 0.59)
H (3.05, 0.34, 1.67)
H (4.28, 0.76, 0.45)
H (2.08, 1.86, -0.14)
H (2.22, 0.27, -1.10)
H (0.93, -0.92, 0.71)
H (0.51, 0.67, 1.43)
H (-0.06, 1.30, -0.87)
H (-1.82, 1.52, 0.36)
H (-1.71, -0.14, 1.09)
H (-2.06, -0.56, -1.79)
H (-3.45, 0.27, -0.95)
H (-3.76, -1.91, 0.12)
H (-2.92, -2.36, -1.22)

Here are the Löwdin charges for atoms 1 to 5, given in e: -0.090 -0.243 -0.342 -0.118 -0.178

***

ORCA calculation (wB97M-V/def2-TZVPD) on C5H9NO as an isolated structure.

Its gap between HOMO and LUMO is 8.07 eV. The value obtained for the molar mass is 99.13 g mol⁻¹. As for the highest occupied orbital energy: -8.11 eV. The relative energy (zero: lowest compared OMol25 entry of this formula, charge and spin) is 733.6 kJ/mol.

Cartesian coordinates (Å):
C (1.06, 1.96, -1.66)
N (0.38, 0.83, -1.04)
C (-0.15, 1.05, 0.13)
C (0.59, -0.09, 0.60)
C (-0.43, -1.05, 1.07)
O (-0.05, -0.84, 2.26)
C (-0.93, -2.38, 0.56)
H (0.70, 2.18, -2.67)
H (2.14, 1.76, -1.74)
H (0.97, 2.87, -1.04)
H (-0.47, 2.02, 0.53)
H (-1.50, 0.02, 0.59)
H (1.66, -0.18, 0.75)
H (-1.18, -3.03, 1.40)
H (-1.81, -2.25, -0.07)
H (-0.13, -2.85, -0.03)

Here are the Löwdin charges for atoms 1 to 5, given in e: -0.103 -0.029 -0.214 -0.035 -0.544

***

ORCA calculation (wB97M-V/def2-TZVPD) on C33H21FeI2N7OS2 as an isolated structure.

Its gap between HOMO and LUMO (alpha / beta) is 6.70 / 5.71 eV. The value obtained for the molar mass is 905.37 g mol⁻¹. As for the highest occupied orbital energy (alpha / beta): -5.20 / -5.17 eV. The relative energy (zero: lowest compared OMol25 entry of this formula, charge and spin) is 22.2 kJ/mol. As for the charge: -1. As for the multiplicity: 2.

Cartesian coordinates (Å):
Fe (0.15, 0.31, -1.49)
I (6.49, 4.29, 0.18)
C (5.02, 2.98, -0.52)
C (5.37, 1.70, -0.92)
C (4.37, 0.83, -1.33)
I (4.87, -1.12, -1.86)
C (2.99, 1.18, -1.37)
O (2.12, 0.33, -1.79)
C (2.69, 2.49, -0.91)
C (1.26, 2.92, -0.79)
N (0.45, 1.89, -0.10)
C (0.76, 1.82, 1.35)
C (2.11, 1.26, 1.75)
C (3.01, 2.07, 2.43)
C (4.24, 1.54, 2.80)
C (4.51, 0.22, 2.49)
C (3.54, -0.51, 1.83)
N (2.36, -0.01, 1.47)
C (3.69, 3.36, -0.51)
H (6.40, 1.37, -0.91)
H (1.21, 3.88, -0.26)
H (0.80, 3.07, -1.77)
H (-0.53, 2.17, -0.13)
H (0.69, 2.83, 1.77)
H (-0.02, 1.21, 1.81)
H (2.78, 3.11, 2.64)
H (4.97, 2.15, 3.31)
H (5.46, -0.24, 2.74)
H (3.71, -1.55, 1.56)
H (3.41, 4.35, -0.15)
S (-0.07, 1.75, -3.61)
C (-0.89, 0.66, -4.60)
C (-1.45, 1.16, -5.83)
N (-1.89, 1.59, -6.80)
C (-1.02, -0.70, -4.30)
S (-0.35, -1.40, -2.93)
C (-1.73, -1.56, -5.21)
N (-2.31, -2.26, -5.92)
N (-6.84, -4.72, 4.15)
C (-6.05, -4.14, 3.53)
C (-5.07, -3.42, 2.76)
C (-5.03, -3.57, 1.38)
C (-4.09, -2.87, 0.64)
C (-3.18, -2.02, 1.28)
C (-3.23, -1.89, 2.67)
C (-4.17, -2.58, 3.41)
C (-2.17, -1.28, 0.48)
C (-0.87, -1.73, 0.54)
C (-0.38, -2.89, 1.22)
C (0.94, -3.01, 0.89)
C (1.23, -1.92, 0.02)
N (0.17, -1.17, -0.18)
C (-2.63, -0.20, -0.28)
C (-3.95, 0.33, -0.27)
C (-3.94, 1.43, -1.09)
C (-2.62, 1.54, -1.58)
N (-1.83, 0.57, -1.10)
H (-5.73, -4.23, 0.89)
H (-4.05, -2.97, -0.43)
H (-2.52, -1.23, 3.16)
H (-4.21, -2.47, 4.48)
H (-0.97, -3.55, 1.85)
H (1.63, -3.78, 1.21)
H (2.17, -1.68, -0.46)
H (-4.78, -0.07, 0.29)
H (-4.76, 2.09, -1.34)
H (-2.24, 2.28, -2.27)

Here are the Löwdin charges for atoms 1 to 5, given in e: 0.173 0.790 -0.763 -0.249 -0.628

***

ORCA calculation (wB97M-V/def2-TZVPD) on C31H27N9O4PtS as an isolated structure at a distorted geometry.

Its gap between HOMO and LUMO (alpha / beta) is 6.02 / 6.81 eV. The value obtained for the molar mass is 816.76 g mol⁻¹. As for the highest occupied orbital energy (alpha / beta): -11.25 / -11.31 eV. The relative energy (zero: lowest compared OMol25 entry of this formula, charge and spin) is 241.1 kJ/mol. As for the charge: +1. As for the multiplicity: 2.

Cartesian coordinates (Å):
Pt (-0.14, -0.26, 0.32)
C (3.85, -2.52, 0.15)
C (2.75, -1.79, -0.31)
N (2.14, -0.92, 0.47)
C (2.60, -0.73, 1.73)
C (3.66, -1.54, 2.19)
N (4.26, -2.40, 1.40)
C (1.96, 0.31, 2.51)
C (2.50, 0.82, 3.68)
C (1.90, 1.91, 4.33)
C (0.78, 2.48, 3.69)
C (0.28, 1.93, 2.53)
N (0.84, 0.84, 1.96)
C (-0.81, 2.51, 1.77)
C (-1.68, 3.52, 2.22)
N (-2.63, 4.01, 1.47)
C (-2.76, 3.56, 0.22)
C (-1.93, 2.55, -0.24)
N (-1.00, 2.01, 0.52)
C (2.43, 2.46, 5.58)
C (1.86, 3.57, 6.21)
C (2.41, 4.06, 7.38)
N (3.46, 3.51, 7.94)
C (4.02, 2.45, 7.40)
C (3.55, 1.89, 6.23)
H (4.39, -3.20, -0.49)
H (2.38, -1.90, -1.32)
H (4.00, -1.52, 3.21)
H (3.41, 0.39, 4.06)
H (0.32, 3.37, 4.08)
H (-1.62, 3.91, 3.23)
H (-3.53, 4.00, -0.38)
H (-2.02, 2.17, -1.25)
H (0.99, 4.06, 5.82)
H (2.00, 4.93, 7.89)
H (4.88, 2.05, 7.91)
H (4.04, 1.01, 5.85)
O (-0.59, 0.15, -1.87)
N (-1.46, -0.66, -2.38)
C (-1.27, -1.11, -3.63)
C (-2.18, -1.92, -4.25)
C (-3.35, -2.29, -3.58)
C (-3.53, -1.86, -2.29)
C (-2.56, -1.06, -1.67)
S (-2.73, -0.59, -0.02)
H (-0.35, -0.78, -4.09)
H (-1.98, -2.26, -5.25)
H (-4.10, -2.91, -4.06)
H (-4.39, -2.14, -1.71)
C (-2.91, -4.31, 0.06)
C (-2.11, -4.73, 1.29)
C (-0.60, -4.42, 1.20)
C (0.08, -4.79, 2.54)
C (1.55, -4.40, 2.58)
C (-0.04, -5.30, 0.09)
O (0.13, -6.48, 0.22)
N (0.23, -4.66, -1.10)
C (0.10, -3.30, -1.37)
O (0.30, -2.89, -2.49)
N (-0.20, -2.50, -0.32)
C (-0.41, -2.95, 0.92)
O (-0.48, -2.10, 1.83)
H (-3.93, -4.67, 0.15)
H (-2.49, -4.71, -0.86)
H (-2.94, -3.22, -0.01)
H (-2.21, -5.81, 1.43)
H (-2.52, -4.23, 2.17)
H (-0.02, -5.86, 2.67)
H (-0.45, -4.28, 3.34)
H (2.10, -4.83, 1.74)
H (2.00, -4.76, 3.50)
H (1.66, -3.31, 2.55)
H (0.54, -5.24, -1.87)

Here are the Löwdin charges for atoms 1 to 5, given in e: 1.250 -0.064 -0.074 0.058 -0.179

***

ORCA calculation (wB97M-V/def2-TZVPD) on an isolated ion of composition C26H37N2O5 and charge +1.

Its gap between HOMO and LUMO is 8.16 eV. The value obtained for the molar mass is 457.59 g mol⁻¹. The structure (SMILES) is COc1ccc(CC[N@@H+](C)CCCN2CCc3cc(OC)c(OC)cc3CC2=O)cc1OC. As for the highest occupied orbital energy: -10.08 eV. The relative energy (zero: lowest compared OMol25 entry of this formula, charge and spin) is 31.5 kJ/mol. As for the charge: +1.

Cartesian coordinates (Å):
C (2.10, -0.44, -3.12)
O (0.80, -0.19, -2.63)
C (0.63, 0.84, -1.78)
C (1.65, 1.54, -1.15)
C (1.38, 2.62, -0.33)
C (0.08, 3.04, -0.12)
C (-0.24, 4.25, 0.73)
C (0.38, 4.21, 2.13)
N (0.03, 3.01, 2.92)
C (0.89, 2.93, 4.11)
C (-1.40, 2.93, 3.30)
C (-1.88, 1.49, 3.42)
C (-1.94, 0.77, 2.05)
N (-1.14, -0.44, 2.02)
C (-1.81, -1.72, 1.83)
C (-1.79, -2.14, 0.36)
C (-0.43, -2.47, -0.21)
C (-0.43, -3.01, -1.49)
C (0.72, -3.38, -2.17)
O (0.73, -3.85, -3.45)
C (-0.49, -3.88, -4.16)
C (1.95, -3.24, -1.50)
O (3.19, -3.56, -1.97)
C (3.35, -4.43, -3.07)
C (1.95, -2.67, -0.24)
C (0.80, -2.26, 0.42)
C (0.97, -1.62, 1.78)
C (0.19, -0.35, 1.91)
O (0.77, 0.74, 1.96)
C (-0.96, 2.35, -0.75)
C (-0.70, 1.25, -1.55)
O (-1.66, 0.50, -2.18)
C (-2.98, 0.98, -2.19)
H (2.53, 0.45, -3.59)
H (1.98, -1.22, -3.87)
H (2.77, -0.80, -2.33)
H (2.68, 1.25, -1.30)
H (2.20, 3.15, 0.13)
H (0.16, 5.14, 0.24)
H (-1.32, 4.38, 0.78)
H (0.07, 5.10, 2.69)
H (1.46, 4.22, 2.03)
H (0.27, 2.10, 2.35)
H (0.80, 3.83, 4.71)
H (0.61, 2.07, 4.72)
H (1.92, 2.80, 3.80)
H (-1.55, 3.47, 4.24)
H (-1.99, 3.44, 2.53)
H (-1.22, 0.93, 4.09)
H (-2.87, 1.50, 3.88)
H (-1.58, 1.44, 1.26)
H (-2.97, 0.50, 1.82)
H (-2.84, -1.61, 2.16)
H (-1.34, -2.48, 2.44)
H (-2.22, -1.34, -0.25)
H (-2.43, -3.01, 0.25)
H (-1.38, -3.13, -1.98)
H (-0.22, -4.22, -5.17)
H (-0.94, -2.89, -4.22)
H (-1.20, -4.59, -3.73)
H (4.41, -4.67, -3.10)
H (3.06, -3.95, -4.01)
H (2.77, -5.35, -2.94)
H (2.91, -2.54, 0.24)
H (0.69, -2.32, 2.57)
H (2.02, -1.37, 1.91)
H (-1.97, 2.70, -0.63)
H (-3.53, 0.28, -2.83)
H (-3.43, 0.97, -1.19)
H (-3.05, 1.98, -2.61)

Here are the Löwdin charges for atoms 1 to 5, given in e: -0.053 -0.056 -0.197 0.010 -0.044

***

ORCA calculation (wB97M-V/def2-TZVPD) on one molecule with the formula C3H5N3O.

Its gap between HOMO and LUMO is 10.74 eV. The value obtained for the molar mass is 99.09 g mol⁻¹. The structure (SMILES) is OCc1nc[nH]n1. As for the highest occupied orbital energy: -9.90 eV. The relative energy (zero: lowest compared OMol25 entry of this formula, charge and spin) is 115.9 kJ/mol.

Cartesian coordinates (Å):
O (0.53, -2.46, -0.49)
C (1.13, -1.19, -0.34)
C (0.14, -0.10, -0.05)
N (0.21, 1.14, -0.63)
C (-0.83, 1.76, -0.11)
N (-1.49, 0.94, 0.72)
N (-0.88, -0.26, 0.77)
H (-0.16, -2.38, -1.16)
H (1.71, -0.89, -1.23)
H (1.83, -1.29, 0.49)
H (-1.14, 2.78, -0.31)
H (-2.32, 1.10, 1.27)

Here are the Löwdin charges for atoms 1 to 5, given in e: -0.060 -0.214 -0.366 0.114 -0.179

***

ORCA calculation (wB97M-V/def2-TZVPD) on a 2-piece molecular cluster, C6H18Si2 overall at a distorted geometry.

Its gap between HOMO and LUMO (alpha / beta) is 6.30 / 7.22 eV. The value obtained for the molar mass is 146.38 g mol⁻¹. As for the highest occupied orbital energy (alpha / beta): -7.10 / -7.64 eV. The relative energy (zero: lowest compared OMol25 entry of this formula, charge and spin) is 571.0 kJ/mol.

Cartesian coordinates (Å):
C (-1.43, 0.43, -1.92)
C (-0.67, -1.86, -1.95)
C (-2.28, -1.22, -0.19)
C (0.04, 1.41, 0.90)
C (2.22, -0.05, -0.88)
C (-1.10, -0.77, -1.00)
Si (2.09, 1.21, 4.18)
Si (0.51, -0.23, 0.09)
H (-0.64, 0.72, -2.51)
H (-2.36, 0.36, -2.50)
H (-1.42, 1.32, -1.23)
H (-1.46, -2.09, -2.64)
H (-0.48, -2.68, -1.32)
H (0.25, -1.76, -2.62)
H (-3.19, -1.40, -0.68)
H (-2.02, -2.12, 0.25)
H (-2.36, -0.43, 0.50)
H (0.73, 1.58, 1.76)
H (0.30, 2.33, 0.24)
H (-0.94, 1.47, 1.38)
H (2.36, -1.05, -1.30)
H (2.16, 0.59, -1.79)
H (3.15, 0.27, -0.23)
H (1.98, -0.03, 4.93)
H (3.35, 1.71, 3.56)
H (1.24, 2.29, 4.96)

Here are the Löwdin charges for atoms 1 to 5, given in e: -0.102 -0.147 -0.094 -0.291 -0.251

***

molar mass of number 2 (C5H14N2)?
102.18 g mol⁻¹